1.
Formula: C42H46BrCsN8O2S
Source: OMol25
Level of theory: ωB97M-V/def2-TZVPD

Summary:
Relative energy (zero: lowest compared OMol25 entry of this formula, charge and spin) = 1.344 eV
HOMO level (spin up / spin down) = -0.9069 / -0.9069 eV
Orbital gap (spin up / spin down) = 0.151 / 0.151 Ha
LUMO level (spin up / spin down) = 3.2 / 3.2 eV
Total charge = -2

CARTESIAN COORDINATES (ANGSTROEM)
Cs -0.02 0.23 0.25
C -2.06 4.23 -1.39
C -2.81 2.89 -1.72
C -3.52 2.27 -0.49
N -2.79 2.16 0.76
C -3.34 1.67 1.81
C -4.68 1.09 1.72
C -5.70 0.91 2.65
C -5.83 1.43 3.90
C -4.76 2.07 4.57
C -3.41 2.05 4.31
C -2.64 1.84 3.12
N -1.35 1.78 3.08
C -0.64 2.10 4.31
C 0.86 1.88 4.02
C 1.55 2.85 3.12
N 1.60 2.64 1.71
C 2.22 3.61 1.03
C 3.12 4.53 1.68
C 4.38 4.78 1.20
C 5.01 4.40 0.05
C 4.49 3.74 -1.08
C 3.14 3.51 -1.32
C 1.99 3.54 -0.46
N 0.75 3.54 -0.86
C 0.40 3.81 -2.22
C -0.87 4.58 -2.34
H -1.60 4.08 -0.37
H -2.77 5.07 -1.39
H -2.19 2.17 -2.25
H -3.61 3.14 -2.35
H -3.88 1.26 -0.83
H -4.50 2.78 -0.33
H -4.93 0.76 0.71
H -6.59 0.41 2.24
H -6.80 1.27 4.37
H -5.00 2.66 5.48
H -2.77 2.33 5.13
H -0.99 1.59 5.16
H -0.69 3.19 4.61
H 0.90 0.81 3.77
H 1.34 1.96 4.98
H 2.63 2.91 3.42
H 1.07 3.84 3.35
H 2.81 4.96 2.68
H 4.92 5.41 1.84
H 6.09 4.54 0.03
H 5.18 3.41 -1.89
H 2.97 3.35 -2.38
H 0.33 2.82 -2.81
H 1.14 4.41 -2.70
H -1.12 4.64 -3.41
H -0.63 5.64 -2.14
O -3.75 -2.74 -4.10
C -3.20 -1.71 -4.83
C -3.85 -1.40 -6.03
C -3.43 -0.28 -6.77
C -2.39 0.49 -6.28
C -1.71 0.13 -5.09
C -2.04 -0.99 -4.33
C -1.21 -1.30 -3.08
O -0.81 -0.25 -2.41
N -0.10 -2.13 -3.61
N 0.75 -2.42 -2.64
C 1.84 -3.02 -3.03
C 2.75 -3.63 -2.04
Br 2.35 -3.11 -0.19
C 3.90 -4.28 -2.43
C 4.55 -5.32 -1.62
C 5.90 -5.68 -1.89
C 6.42 -6.84 -1.35
C 5.73 -7.55 -0.35
C 4.43 -7.16 -0.02
C 3.81 -6.11 -0.71
H -4.16 -3.38 -4.65
H -4.62 -2.05 -6.45
H -3.89 0.02 -7.72
H -2.10 1.39 -6.77
H -0.87 0.76 -4.71
H -1.66 -2.08 -2.40
H 0.32 -1.89 -4.57
H 2.05 -3.17 -4.12
H 4.48 -3.94 -3.27
H 6.52 -5.10 -2.54
H 7.33 -7.23 -1.69
H 6.23 -8.26 0.26
H 3.81 -7.75 0.67
H 2.81 -5.90 -0.49
C -1.78 -3.55 5.13
N -0.54 -3.16 4.47
C 0.76 -3.32 4.99
C 1.60 -2.90 4.04
N 0.86 -2.43 2.94
C -0.46 -2.62 3.23
S -1.74 -2.23 2.27
H -1.66 -4.58 5.54
H -2.51 -3.58 4.26
H -1.95 -2.78 5.92
H 0.94 -3.67 6.04
H 2.69 -2.75 4.10
H 1.23 -2.11 2.02

2.
Formula: C42H46N2P
Source: OMol25
Level of theory: ωB97M-V/def2-TZVPD

Summary:
HOMO level = -9.8888 eV
Orbital gap = 0.216 Ha
LUMO level = -4.0 eV
Total charge = +1

CARTESIAN COORDINATES (ANGSTROEM)
C 4.15 0.06 4.28
C 2.96 -0.33 3.45
C 3.17 -0.96 2.22
C 2.08 -1.40 1.46
C 0.76 -1.22 1.93
P -0.55 -2.02 0.95
C -0.36 -3.71 1.68
C -1.26 -4.68 1.19
C -1.38 -5.90 1.83
C -0.60 -6.19 2.96
C -0.81 -7.48 3.70
C 0.35 -5.27 3.39
C 0.49 -4.03 2.75
C -2.07 -1.62 1.94
C -2.85 -0.58 1.41
C -3.88 0.00 2.15
C -4.29 -0.60 3.35
C -5.40 0.03 4.14
C -3.65 -1.76 3.78
C -2.52 -2.25 3.12
C 0.56 -0.52 3.13
C 1.66 -0.10 3.89
H 3.84 0.61 5.17
H 4.70 -0.84 4.61
H 4.86 0.68 3.72
H 4.18 -1.12 1.85
H 2.24 -1.88 0.50
H -1.89 -4.44 0.33
H -2.09 -6.64 1.47
H -0.11 -7.57 4.54
H -1.83 -7.53 4.09
H -0.67 -8.34 3.04
H 0.99 -5.51 4.24
H 1.24 -3.33 3.11
H -2.65 -0.25 0.39
H -4.37 0.91 1.79
H -5.72 -0.61 4.97
H -5.10 1.00 4.55
H -6.27 0.21 3.49
H -4.03 -2.28 4.67
H -2.02 -3.14 3.50
H -0.45 -0.31 3.48
H 1.51 0.42 4.84
C -3.99 3.54 -5.09
N -4.03 3.24 -3.68
C -5.36 3.08 -3.16
C -5.41 3.12 -1.64
C -4.37 2.20 -1.00
C -3.06 2.20 -1.71
C -2.92 2.84 -2.98
C -1.60 3.06 -3.46
C -0.53 2.45 -2.85
C -0.67 1.57 -1.73
C 0.36 0.73 -1.24
C 1.65 0.73 -1.87
C 2.84 0.81 -1.10
C 4.03 1.25 -1.65
C 4.12 1.47 -3.05
N 5.31 1.83 -3.62
C 5.45 1.93 -5.06
C 6.56 1.79 -2.88
C 6.40 2.20 -1.42
C 5.19 1.53 -0.75
C 2.97 1.26 -3.86
C 1.80 0.82 -3.29
C -1.95 1.64 -1.10
H -2.97 3.66 -5.46
H -4.47 2.73 -5.67
H -4.55 4.47 -5.27
H -5.97 3.89 -3.59
H -5.78 2.13 -3.52
H -5.23 4.14 -1.28
H -6.41 2.83 -1.31
H -4.17 2.53 0.03
H -4.76 1.18 -0.90
H -1.44 3.70 -4.34
H 0.45 2.63 -3.29
H 0.25 0.23 -0.27
H 2.78 0.64 -0.02
H 4.80 2.72 -5.46
H 6.50 2.17 -5.27
H 5.18 0.99 -5.57
H 6.99 0.77 -2.93
H 7.25 2.47 -3.39
H 7.31 1.94 -0.88
H 6.27 3.28 -1.36
H 4.83 2.16 0.08
H 5.51 0.59 -0.26
H 3.00 1.44 -4.94
H 0.93 0.63 -3.92
H -2.03 1.27 -0.08

3.
Formula: C42H46N6PW
Source: OMol25
Level of theory: ωB97M-V/def2-TZVPD

Summary:
HOMO level (spin up / spin down) = -15.2933 / -15.2946 eV
Orbital gap (spin up / spin down) = 0.192 / 0.192 Ha
LUMO level (spin up / spin down) = -10.1 / -10.1 eV
Total charge = +3

CARTESIAN COORDINATES (ANGSTROEM)
W 0.17 -0.06 -0.39
C 5.93 -2.72 -2.22
C 5.36 -3.35 -1.11
C 4.32 -2.76 -0.43
C 3.85 -1.50 -0.84
C 4.41 -0.88 -1.96
C 5.44 -1.50 -2.65
P 2.53 -0.66 0.04
C 0.87 -0.62 -2.32
C 1.48 -1.70 -2.96
C 1.72 -1.66 -4.33
C 1.34 -0.56 -5.08
C 0.71 0.51 -4.46
C 0.51 0.49 -3.09
C 2.58 -1.19 1.73
C 3.71 -1.61 2.43
C 3.63 -1.89 3.80
C 2.46 -1.67 4.48
C 1.31 -1.17 3.83
C 0.13 -0.86 4.53
C -0.95 -0.37 3.85
C -0.91 -0.22 2.46
C 0.21 -0.53 1.70
C 1.35 -0.97 2.42
H 6.73 -3.20 -2.76
H 5.73 -4.31 -0.79
H 3.85 -3.27 0.40
H 4.04 0.08 -2.28
H 5.86 -1.02 -3.52
H 1.78 -2.58 -2.40
H 2.22 -2.49 -4.80
H 1.53 -0.53 -6.14
H 0.40 1.37 -5.04
H 0.08 1.39 -2.62
H 4.67 -1.69 1.94
H 4.50 -2.26 4.32
H 2.41 -1.84 5.55
H 0.10 -1.00 5.60
H -1.85 -0.09 4.38
H -1.83 0.12 1.98
C -0.41 -3.02 -0.20
N -1.60 -2.66 0.53
C -1.89 -3.57 1.63
C -2.39 -1.62 0.16
N -1.78 -0.58 -0.47
C -2.49 0.17 -1.45
C -3.38 -0.51 -2.27
C -4.15 0.15 -3.23
C -4.03 1.51 -3.37
C -3.11 2.24 -2.59
C -2.98 3.62 -2.82
C -2.05 4.37 -2.15
C -1.24 3.75 -1.20
C -1.35 2.40 -0.91
N -0.41 1.83 -0.01
C 0.08 2.56 1.02
N -0.70 3.33 1.79
C -0.23 4.49 2.52
C -2.14 3.19 1.83
N 1.41 2.41 1.26
C 1.99 2.47 2.60
C 2.37 2.61 0.18
C -2.30 1.58 -1.61
N -3.69 -1.61 0.48
C -4.52 -2.80 0.58
C -4.45 -0.39 0.63
H -0.57 -3.98 -0.72
H 0.44 -3.15 0.48
H -0.17 -2.26 -0.97
H -0.96 -3.73 2.19
H -2.23 -4.54 1.28
H -2.62 -3.15 2.31
H -3.49 -1.58 -2.16
H -4.82 -0.41 -3.86
H -4.61 2.04 -4.10
H -3.60 4.07 -3.58
H -1.93 5.42 -2.35
H -0.48 4.34 -0.70
H 0.77 4.77 2.23
H -0.28 4.33 3.59
H -0.89 5.32 2.27
H -2.47 2.25 1.39
H -2.63 4.01 1.31
H -2.46 3.22 2.88
H 1.24 2.24 3.34
H 2.46 3.44 2.82
H 2.77 1.71 2.65
H 3.21 1.93 0.30
H 2.75 3.63 0.20
H 1.90 2.42 -0.79
H -4.00 -3.68 0.22
H -5.40 -2.64 -0.05
H -4.87 -2.96 1.60
H -3.81 0.48 0.67
H -5.02 -0.45 1.56
H -5.16 -0.27 -0.20